# 1
# C5H8N2

The molecule C5H8N2 (wB97M-V/def2-TZVPD, OMol25).

## Properties
**Relative energy (zero: lowest compared OMol25 entry of this formula, charge and spin)**: 0.300 eV
**Net charge**: 0
**Gap between HOMO and LUMO**: 9.705 eV
**Highest occupied orbital energy**: -8.799 eV

XYZ file:
```
15
Properties=species:S:1:pos:R:3:nbo_charge:R:1
C -2.13 0.34 0.09 -0.6182
C -0.99 -0.59 -0.30 -0.1987
N 0.32 -0.16 0.20 -0.3555
C 1.43 -0.97 0.10 -0.1087
C 2.50 -0.13 0.05 -0.0943
N 2.09 1.18 0.14 -0.4554
C 0.79 1.12 0.21 0.1664
H -3.02 0.07 -0.49 0.2223
H -2.38 0.26 1.15 0.2160
H -1.90 1.38 -0.14 0.2111
H -0.91 -0.64 -1.39 0.1940
H -1.17 -1.60 0.05 0.2042
H 1.34 -2.05 0.07 0.2149
H 3.55 -0.39 -0.06 0.2081
H 0.14 1.98 0.30 0.1939
```

# 2
# C4H12N2O

The molecule C4H12N2O in a non-equilibrium geometry (wB97M-V/def2-TZVPD, OMol25).

## Properties
**Relative energy (zero: lowest compared OMol25 entry of this formula, charge and spin)**: 2.473 eV
**Net charge**: 0
**Gap between HOMO and LUMO**: 9.413 eV
**Highest occupied orbital energy**: -8.505 eV

XYZ file:
```
19
Properties=species:S:1:pos:R:3:nbo_charge:R:1
N -0.99 -0.14 -2.63 -0.8728
C -0.35 -0.89 -1.57 -0.2160
C 0.26 -0.05 -0.43 -0.0597
N -0.19 1.35 -0.49 -0.8669
C -0.09 -0.61 0.96 -0.4413
C 0.75 -0.17 2.13 -0.0619
O 0.39 1.06 2.82 -0.7631
H -0.47 -0.14 -3.49 0.3624
H -1.64 0.60 -2.71 0.3842
H 0.43 -1.43 -2.11 0.2035
H -0.92 -1.71 -1.16 0.1753
H 1.35 0.02 -0.44 0.1857
H 0.31 2.11 -0.05 0.3725
H -1.18 1.46 -0.41 0.3556
H -1.15 -0.76 1.18 0.2178
H 0.22 -1.68 0.89 0.1998
H 1.81 -0.07 1.91 0.1660
H 0.66 -0.82 2.99 0.1894
H 0.81 1.89 2.60 0.4697
```

# 3
# C35H38N3O4ReS2Te

A structure of composition C35H38N3O4ReS2Te in a non-equilibrium geometry (wB97M-V/def2-TZVPD, OMol25).

## Properties
**Relative energy (zero: lowest compared OMol25 entry of this formula, charge and spin)**: 0.752 eV
**Net charge**: +2
**Gap between HOMO and LUMO (spin up / spin down)**: 6.628 / 5.904 eV
**Multiplicity**: 3
**Highest occupied orbital energy (spin up / spin down)**: -12.822 / -12.825 eV

XYZ file:
```
84
Properties=species:S:1:pos:R:3:lowdin_charge:R:1
Re 0.16 0.51 0.36 1.5273
O 0.86 2.53 4.32 0.0698
C -0.02 3.53 4.16 -0.2584
C -0.17 4.37 5.23 0.0158
C -1.15 5.39 5.19 -0.0323
C -2.00 5.53 4.11 -0.0567
C -1.85 4.62 3.05 -0.0225
C -0.92 3.60 3.03 -0.0723
C -1.05 2.55 1.99 -0.3575
O 0.06 1.78 1.82 -0.2527
N -2.02 2.39 1.20 0.0386
N -1.78 1.41 0.29 -0.2282
C -2.87 1.09 -0.36 -0.9197
S -2.85 -0.18 -1.55 0.9619
C -4.53 0.36 -2.29 -0.4192
C -5.33 0.78 -1.12 -0.4748
S -4.33 1.92 0.00 1.0345
H 0.91 2.01 3.48 0.0867
H 0.56 4.39 6.00 0.1195
H -1.20 6.05 6.02 0.1071
H -2.76 6.26 4.05 0.0994
H -2.60 4.64 2.25 0.1196
H -5.04 -0.49 -2.83 0.1219
H -4.26 1.12 -3.06 0.0922
H -5.68 -0.14 -0.61 0.0955
H -6.25 1.33 -1.37 0.0994
C 0.98 -4.46 -5.67 -0.0326
C 1.51 -3.72 -4.51 -0.2283
C 2.79 -3.18 -4.51 0.0146
C 3.08 -2.18 -3.60 -0.2940
C 4.39 -1.49 -3.78 -0.0796
C 2.11 -1.73 -2.66 -0.3366
Te 2.67 -0.02 -1.61 1.9775
N 2.09 -0.33 0.34 -0.3393
C 2.81 -1.45 0.70 -0.5438
O 3.58 -1.88 -0.15 -0.0303
C 2.64 -1.97 2.11 -0.1538
C 2.12 -1.08 3.07 -0.0640
C 2.16 -1.43 4.40 -0.0479
C 2.63 -2.68 4.75 -0.0385
C 3.01 -3.57 3.77 -0.0624
C 2.99 -3.25 2.44 -0.0220
C 0.99 1.33 -1.57 -0.4999
C 1.18 2.26 -0.50 -0.3042
C 0.40 3.44 -0.38 -0.0748
C -0.50 3.74 -1.35 -0.0184
C -0.68 2.79 -2.38 -0.0272
C 0.02 1.62 -2.56 -0.3161
C -0.30 0.76 -3.76 -0.0449
C 0.92 -2.47 -2.47 -0.2648
C -0.02 -2.28 -1.27 -0.0524
C 0.64 -3.42 -3.43 0.0022
H 1.67 -5.09 -6.22 0.0954
H 0.57 -3.75 -6.39 0.1009
H 0.17 -5.13 -5.39 0.0860
H 3.45 -3.51 -5.33 0.1447
H 4.91 -2.10 -4.56 0.1037
H 4.95 -1.57 -2.85 0.0811
H 4.36 -0.46 -4.04 0.0613
H 1.85 -0.07 2.76 0.0904
H 1.97 -0.61 5.10 0.1219
H 2.82 -2.94 5.77 0.1110
H 3.25 -4.59 4.09 0.1337
H 3.33 -3.97 1.66 0.1499
H 2.17 2.17 -0.02 0.1103
H 0.57 4.15 0.39 0.1271
H -0.96 4.70 -1.36 0.1251
H -1.44 2.97 -3.13 0.1223
H -0.70 -0.22 -3.40 0.0533
H 0.52 0.57 -4.46 0.0922
H -1.09 1.21 -4.38 0.0885
H -0.23 -1.23 -1.17 -0.0224
H 0.47 -2.68 -0.40 0.0871
H -0.97 -2.83 -1.41 0.1036
H -0.26 -4.04 -3.44 0.1331
C -3.05 -1.14 2.47 -0.0206
C -1.82 -1.70 1.75 -0.1944
O -0.70 -0.77 1.82 -0.2184
H -3.93 -1.43 1.92 0.0867
H -3.03 -0.08 2.43 0.0564
H -3.12 -1.44 3.49 0.0845
H -1.95 -1.78 0.68 0.0668
H -1.49 -2.65 2.10 0.1249
H -0.43 -0.67 2.73 0.1010
```

# 4
# C32H15B5F9O47V

A structure of composition C32H15B5F9O47V in a non-equilibrium geometry (wB97M-V/def2-TZVPD, OMol25).

## Properties
**Relative energy (zero: lowest compared OMol25 entry of this formula, charge and spin)**: 0.000 eV
**Net charge**: -3
**Gap between HOMO and LUMO (spin up / spin down)**: 6.817 / 7.215 eV
**Multiplicity**: 2
**Highest occupied orbital energy (spin up / spin down)**: -4.335 / -4.335 eV

XYZ file:
```
109
Properties=species:S:1:pos:R:3:lowdin_charge:R:1
O 4.00 1.53 -4.70 -0.2002
V 3.12 0.71 -3.73 1.1947
O -8.13 3.12 1.49 0.1280
C -7.76 2.22 2.18 -0.4080
O -7.87 2.14 3.50 0.2206
B -6.96 1.09 3.99 -0.8796
O -6.58 0.32 2.79 0.2386
C -6.89 1.03 1.71 -0.4080
O -6.62 0.82 0.57 0.1544
O -7.60 0.25 5.01 0.2325
C -7.02 0.44 6.17 -0.4101
O -7.31 -0.09 7.20 0.1403
C -5.84 1.41 5.95 -0.3999
O -5.79 1.70 4.66 0.2257
O -5.11 1.81 6.81 0.1514
O 2.11 -0.08 -2.01 0.0288
C 1.27 -0.36 -1.16 -0.3193
O 0.47 0.51 -0.67 0.2716
B -0.49 -0.19 0.27 -0.8532
O -0.01 -1.57 0.29 0.2739
C 1.00 -1.74 -0.54 -0.3565
O 1.57 -2.75 -0.81 0.1714
O -0.49 0.39 1.60 0.2441
C -1.64 1.03 1.82 -0.3735
O -1.90 1.77 2.72 0.1703
C -2.57 0.73 0.62 -0.3652
O -1.85 0.02 -0.25 0.2265
O -3.70 1.04 0.51 0.1936
O 5.00 1.85 -2.07 0.1071
C 5.18 1.65 -0.89 -0.3681
O 4.35 1.12 -0.04 0.2295
B 5.01 0.99 1.31 -0.8739
O 6.39 1.47 1.08 0.2424
C 6.50 1.93 -0.15 -0.3932
O 7.46 2.45 -0.63 0.1481
O 4.28 1.72 2.32 0.2328
C 3.80 0.87 3.23 -0.3821
O 3.14 1.11 4.18 0.1720
C 4.29 -0.55 2.84 -0.3803
O 5.00 -0.42 1.70 0.2297
O 4.09 -1.54 3.45 0.1794
O 3.74 -5.42 1.17 0.1824
C 4.20 -5.06 0.15 -0.3960
O 4.54 -3.83 -0.21 0.2407
B 4.99 -3.82 -1.60 -0.8509
O 4.94 -5.20 -2.05 0.2358
C 4.45 -5.97 -1.08 -0.3836
O 4.29 -7.15 -1.13 0.1558
O 6.37 -3.23 -1.67 0.2409
C 6.34 -2.11 -2.36 -0.3873
O 7.26 -1.42 -2.67 0.1677
C 4.86 -1.85 -2.73 -0.3256
O 4.18 -2.90 -2.45 0.2892
O 4.45 -0.84 -3.26 0.0509
O -3.10 -2.84 -1.50 0.1987
C -2.53 -2.46 -2.46 -0.3692
O -1.26 -2.71 -2.81 0.2063
B -0.96 -2.04 -4.06 -0.8506
O -2.14 -1.28 -4.42 0.2347
C -3.12 -1.52 -3.54 -0.3756
O -4.23 -1.15 -3.62 0.1880
O 0.23 -1.10 -3.88 0.2605
C 1.14 -1.39 -4.74 -0.3236
O 2.17 -0.77 -4.97 0.0535
C 0.64 -2.56 -5.63 -0.3884
O -0.52 -2.92 -5.15 0.2663
O 1.20 -2.92 -6.61 0.1752
C 0.21 4.19 -0.37 -0.0250
C 1.73 4.04 -0.38 -0.1453
O 2.26 4.64 -1.57 0.0839
C 2.64 3.93 -2.58 -0.3696
O 2.53 2.75 -2.78 0.0860
C 3.16 4.86 -3.69 -0.5377
F 4.17 4.25 -4.32 0.1634
F 2.17 5.04 -4.60 0.1610
F 3.55 6.05 -3.27 0.1966
H -0.13 3.94 -1.37 0.0914
H -0.08 5.22 -0.15 0.0769
H -0.23 3.61 0.42 0.0821
H 2.01 3.00 -0.26 0.1221
H 2.13 4.60 0.47 0.1346
C -0.49 -4.47 -0.78 -0.0645
C 0.55 -5.33 -0.09 -0.1513
O -0.13 -6.53 0.39 0.0402
C 0.49 -7.26 1.29 -0.4179
O 1.44 -6.96 1.92 0.1816
C -0.21 -8.62 1.51 -0.5376
F -0.80 -8.71 2.71 0.1534
F -1.10 -8.90 0.57 0.1582
F 0.73 -9.59 1.48 0.1436
H 0.03 -3.60 -1.19 0.0354
H -1.25 -4.09 -0.11 0.0911
H -0.94 -5.04 -1.59 0.0918
H 1.05 -4.81 0.73 0.1233
H 1.26 -5.68 -0.85 0.1336
C -5.20 4.07 0.70 -0.0588
C -4.55 4.15 2.05 -0.1325
O -4.22 5.57 2.27 0.0292
C -3.30 5.83 3.16 -0.4418
O -3.09 5.24 4.17 0.1990
C -2.54 7.14 2.84 -0.5368
F -1.43 6.88 2.12 0.1475
F -3.30 7.99 2.14 0.1465
F -2.16 7.76 3.96 0.1545
H -6.13 4.63 0.63 0.0761
H -5.50 3.03 0.53 0.0600
H -4.49 4.27 -0.11 0.0822
H -3.63 3.57 2.06 0.1134
H -5.22 3.86 2.86 0.1279
```

# 5
# C15H12IrN5O2

A structure of composition C15H12IrN5O2 (wB97M-V/def2-TZVPD, OMol25).

## Properties
**Relative energy (zero: lowest compared OMol25 entry of this formula, charge and spin)**: 0.018 eV
**Net charge**: +3
**Gap between HOMO and LUMO (spin up / spin down)**: 7.686 / 5.773 eV
**Multiplicity**: 6
**Highest occupied orbital energy (spin up / spin down)**: -18.952 / -19.275 eV

XYZ file:
```
35
Properties=species:S:1:pos:R:3:nbo_charge:R:1
Ir 1.73 0.56 0.17 1.6909
N -1.63 1.99 -2.52 -0.4595
C -0.42 1.68 -2.05 0.3582
N -0.25 0.93 -0.99 -0.5660
C -1.35 0.43 -0.35 0.3587
N -1.18 -0.42 0.69 -0.0951
N 0.10 -0.63 0.98 -0.3781
C 0.39 -1.63 1.79 0.2277
C 1.78 -1.94 1.96 0.0584
C 2.22 -2.96 2.79 -0.0871
C 3.59 -3.22 2.86 -0.1048
C 4.45 -2.48 2.08 -0.1461
C 3.94 -1.46 1.25 0.1152
N 2.64 -1.21 1.20 -0.5037
C -2.66 0.73 -0.77 -0.0681
C -3.83 0.25 -0.13 -0.1411
C -5.05 0.61 -0.63 -0.1220
C -5.15 1.44 -1.78 -0.0220
C -4.04 1.92 -2.43 -0.2656
C -2.79 1.56 -1.93 0.3228
H -1.69 2.57 -3.35 0.4725
H 0.44 2.06 -2.59 0.2603
H -0.41 -2.20 2.26 0.2703
H 1.51 -3.53 3.38 0.2733
H 3.96 -4.01 3.50 0.2845
H 5.52 -2.65 2.09 0.2847
H 4.59 -0.87 0.63 0.2439
H -3.74 -0.38 0.74 0.2700
H -5.95 0.26 -0.15 0.2766
H -6.14 1.70 -2.15 0.2763
H -4.13 2.55 -3.30 0.2715
O 2.97 2.16 0.36 -0.6393
C 3.43 2.12 -0.86 0.6552
O 2.96 1.23 -1.60 -0.5986
H 4.17 2.85 -1.19 0.2260
```

# 6
# C38H102N4O15

A cluster of 11 separate species, C38H102N4O15 in total in a non-equilibrium geometry (wB97M-V/def2-TZVPD, OMol25).

## Properties
**Net charge**: +1
**Gap between HOMO and LUMO (spin up / spin down)**: 8.045 / 2.525 eV
**Multiplicity**: 2
**Highest occupied orbital energy (spin up / spin down)**: -10.420 / -10.420 eV

XYZ file:
```
159
Properties=species:S:1:pos:R:3:lowdin_charge:R:1
C 2.60 -26.97 7.25 -0.0759
C 2.85 -25.80 8.26 -0.2794
O 2.52 -24.56 7.63 -0.0966
H 2.59 -27.89 7.84 0.0683
H 3.32 -27.02 6.44 0.0674
H 1.63 -26.80 6.79 0.0359
H 3.92 -25.73 8.46 0.1034
H 2.32 -25.99 9.19 0.0918
H 3.03 -23.83 7.99 0.0419
C -0.74 -24.59 8.74 -0.0316
C -1.04 -25.36 7.38 -0.2697
O -1.94 -24.55 6.67 -0.1192
H -1.62 -24.61 9.39 0.0610
H -0.57 -23.52 8.62 0.0593
H 0.11 -25.08 9.21 0.0541
H -1.42 -26.38 7.50 0.0898
H -0.17 -25.43 6.72 0.0798
H -1.79 -24.81 5.76 0.0103
C 1.51 -20.92 9.11 -0.0926
C 2.98 -20.99 9.35 -0.3087
O 3.39 -22.34 9.25 -0.1093
H 1.21 -21.24 8.11 0.0587
H 1.10 -19.91 9.10 0.0809
H 0.86 -21.51 9.75 0.0535
H 3.27 -20.45 10.25 0.1090
H 3.52 -20.48 8.56 0.1103
H 3.13 -22.73 10.09 0.0186
C -1.47 -20.88 7.01 -0.0624
C -2.92 -21.38 7.01 -0.2916
O -3.06 -22.32 8.01 -0.1151
H -0.81 -21.74 6.89 0.0542
H -1.24 -20.34 7.93 0.0682
H -1.29 -20.28 6.12 0.0728
H -3.18 -21.90 6.08 0.1001
H -3.68 -20.63 7.24 0.1200
H -2.73 -23.20 7.79 0.0404
C -4.24 -24.51 12.93 -0.0704
C -4.09 -25.27 11.57 -0.3095
O -5.38 -25.85 11.34 -0.0959
H -3.30 -23.99 13.14 0.0396
H -4.26 -25.30 13.68 0.0710
H -5.14 -23.90 12.97 0.0812
H -3.33 -26.04 11.56 0.0913
H -3.83 -24.56 10.78 0.0867
H -5.40 -26.17 10.44 0.0056
C -3.47 -20.40 11.19 -0.0647
C -2.38 -21.43 11.38 -0.3523
O -1.61 -21.50 10.26 -0.0938
H -4.17 -20.40 12.02 0.0752
H -4.10 -20.62 10.33 0.0666
H -3.12 -19.40 10.95 0.0798
H -2.67 -22.45 11.61 0.0893
H -1.76 -21.14 12.22 0.1068
H -2.13 -21.74 9.49 0.0274
C -0.26 -28.32 9.26 -0.0820
C -0.55 -29.59 10.11 -0.2793
O -1.47 -30.25 9.25 -0.0920
H -1.03 -27.57 9.41 0.0498
H -0.09 -28.43 8.19 0.0649
H 0.73 -27.96 9.57 0.0577
H -0.96 -29.28 11.07 0.1058
H 0.35 -30.18 10.30 0.1093
H -1.47 -31.19 9.44 0.0838
C 5.73 -26.26 11.33 -0.0880
O 4.85 -25.34 11.98 -0.1917
C 5.29 -24.01 11.77 -0.2290
C 4.25 -23.05 12.43 -0.1740
N 2.93 -23.32 11.84 -0.0517
C 1.82 -22.61 12.54 -0.1635
C 0.50 -23.34 12.51 -0.1960
O 0.73 -24.60 13.20 -0.1958
C -0.33 -25.55 12.96 -0.0751
H 5.83 -26.17 10.25 0.0793
H 5.42 -27.27 11.60 0.0886
H 6.68 -26.08 11.85 0.0868
H 5.49 -23.72 10.74 0.1140
H 6.25 -23.80 12.24 0.1165
H 4.58 -22.02 12.29 0.1205
H 4.31 -23.28 13.49 0.1175
H 2.89 -24.33 11.86 0.1011
H 1.65 -21.62 12.12 0.1124
H 2.08 -22.47 13.59 0.1186
H 0.23 -23.54 11.47 0.1041
H -0.33 -22.82 12.99 0.1161
H 0.08 -26.49 13.33 0.0903
H -0.59 -25.64 11.90 0.0631
H -1.26 -25.25 13.43 0.0717
C 1.28 -28.31 3.55 -0.0550
O 0.22 -27.35 3.26 -0.2288
C -0.82 -27.27 4.23 -0.1749
C -1.81 -26.16 3.83 -0.1666
N -1.29 -24.82 4.04 -0.0752
C -2.08 -23.70 3.51 -0.1355
C -2.06 -23.64 1.98 -0.2257
O -2.71 -22.47 1.57 -0.1483
C -2.25 -21.97 0.33 -0.0917
H 0.94 -29.34 3.45 0.0915
H 1.70 -28.09 4.53 0.0729
H 2.11 -28.24 2.84 0.0800
H -0.36 -27.16 5.21 0.1029
H -1.35 -28.23 4.22 0.1305
H -2.71 -26.20 4.43 0.1253
H -2.07 -26.36 2.79 0.1064
H -0.34 -24.85 3.70 0.0674
H -1.86 -22.71 3.91 0.1262
H -3.10 -23.93 3.83 0.1311
H -2.51 -24.54 1.57 0.0987
H -1.02 -23.62 1.64 0.0841
H -2.75 -21.03 0.10 0.0997
H -2.61 -22.65 -0.44 0.0737
H -1.17 -21.85 0.27 0.0806
C 1.45 -23.47 4.50 -0.0995
O 0.96 -23.54 3.19 -0.2367
C 2.04 -23.47 2.18 -0.1058
C 1.55 -24.03 0.79 -0.1130
N 1.26 -25.45 0.91 0.2165
C 0.91 -26.08 -0.37 -0.0622
C -0.52 -25.66 -0.88 -0.1739
O -1.47 -26.33 -0.10 -0.1951
C -2.82 -26.04 -0.51 -0.0613
H 0.67 -23.43 5.25 0.0873
H 2.10 -22.61 4.70 0.1044
H 2.00 -24.38 4.73 0.0920
H 2.84 -24.11 2.54 0.1252
H 2.42 -22.46 2.10 0.1360
H 2.31 -23.75 0.07 0.1440
H 0.74 -23.38 0.44 0.1242
H 0.46 -25.62 1.50 0.1290
H 0.81 -27.17 -0.29 0.1475
H 1.66 -25.78 -1.11 0.1371
H -0.58 -26.07 -1.89 0.1443
H -0.67 -24.59 -0.84 0.1168
H -3.58 -26.45 0.16 0.1042
H -2.99 -26.60 -1.43 0.0961
H -2.98 -24.98 -0.70 0.0809
C -7.84 -23.92 7.17 -0.0875
O -6.94 -25.05 7.08 -0.1806
C -5.62 -24.78 7.53 -0.2238
C -4.81 -26.06 7.70 -0.1826
N -5.41 -26.92 8.74 -0.0578
C -4.46 -27.99 9.16 -0.1868
C -5.12 -28.99 10.12 -0.1784
O -6.17 -29.76 9.47 -0.1929
C -5.73 -30.87 8.62 -0.0826
H -8.77 -24.22 6.68 0.0858
H -7.46 -23.00 6.73 0.0788
H -8.09 -23.59 8.18 0.0841
H -5.67 -24.27 8.50 0.1199
H -5.10 -24.09 6.87 0.1081
H -3.84 -25.80 8.12 0.0987
H -4.71 -26.56 6.74 0.1171
H -6.28 -27.30 8.37 0.1216
H -3.61 -27.53 9.67 0.0988
H -4.05 -28.53 8.30 0.1065
H -5.55 -28.50 11.00 0.1189
H -4.33 -29.64 10.51 0.1101
H -5.30 -31.66 9.23 0.0821
H -5.09 -30.60 7.77 0.0707
H -6.57 -31.29 8.06 0.0791
```

# 7
# C11H20N3O2

The ion C11H20N3O2 with charge +1 in a non-equilibrium geometry (wB97M-V/def2-TZVPD, OMol25).

## Properties
**Relative energy (zero: lowest compared OMol25 entry of this formula, charge and spin)**: 6.391 eV
**Net charge**: +1
**Gap between HOMO and LUMO**: 7.247 eV
**Highest occupied orbital energy**: -11.744 eV

XYZ file:
```
36
Properties=species:S:1:pos:R:3:nbo_charge:R:1
C 1.36 1.06 3.39 -0.6311
C 0.12 1.63 2.60 -0.0709
O -1.03 0.85 3.00 -0.5582
C -2.25 1.57 2.81 -0.0894
C -3.14 0.97 1.65 -0.1081
O -2.65 1.33 0.34 -0.5243
C -2.92 0.34 -0.63 0.1062
N -1.61 -0.19 -1.08 -0.3278
C -0.75 -0.63 -0.09 -0.0242
C 0.46 -1.05 -0.75 -0.1171
N 0.20 -0.86 -2.12 -0.1122
N 1.01 -1.14 -3.19 -0.4397
C 2.26 -1.43 -2.87 0.5961
C 3.31 -0.28 -3.03 -0.7245
C 2.72 -2.87 -2.43 -0.7348
C -1.05 -0.33 -2.33 0.1978
H 1.17 1.09 4.50 0.2293
H 1.59 0.02 3.04 0.1997
H 2.28 1.67 3.21 0.2196
H 0.32 1.52 1.50 0.1630
H 0.01 2.71 2.89 0.1852
H -2.86 1.43 3.74 0.2044
H -2.11 2.67 2.63 0.1972
H -4.15 1.47 1.76 0.1950
H -3.30 -0.12 1.81 0.1855
H -3.59 -0.48 -0.26 0.2079
H -3.41 0.81 -1.53 0.2050
H -0.86 -0.69 1.01 0.2844
H 1.37 -1.45 -0.26 0.2570
H 4.16 -0.57 -3.70 0.2611
H 2.82 0.62 -3.50 0.2560
H 3.64 0.01 -2.00 0.2661
H 2.10 -3.16 -1.53 0.2469
H 3.78 -2.82 -2.08 0.2447
H 2.54 -3.61 -3.23 0.2871
H -1.54 -0.08 -3.28 0.2671
```

Question: Which formula does entry 2 have?
Answer: C4H12N2O

Question: Which of these has the highest net charge?
Answer: C15H12IrN5O2

Question: The highest net charge belongs to which entry?
Answer: C15H12IrN5O2

Question: What is the net charge in the sixth record?
Answer: +1